# C30H42Br2N2P2Pb

A molecular structure, C30H42Br2N2P2Pb (ωB97M-V/def2-TZVPD, the OMol25 dataset).

Structure (XYZ):
```
79
Properties=species:S:1:pos:R:3:mulliken_charge:R:1
C -4.80 -0.68 2.61 -0.2082
C -4.66 -1.89 1.89 0.6935
C -5.27 -1.91 0.62 -0.3431
C -5.50 -0.68 -0.01 -0.4540
N -5.31 0.49 0.59 -0.4282
C -5.05 0.49 1.89 -0.5258
C -3.78 -2.98 2.28 -0.1907
C -2.62 -3.41 2.38 -0.7349
C -1.21 -3.17 2.42 0.7496
C -0.78 -1.86 2.70 -0.1589
C 0.58 -1.64 3.04 -0.9944
C 1.38 -2.51 2.33 0.3203
C 1.02 -3.75 1.77 -0.6992
C -0.25 -4.17 2.17 -0.6937
Pb 2.19 -1.22 0.66 1.3058
P -0.92 1.59 -0.57 0.5827
H -5.43 -2.83 0.06 0.4254
H -4.59 -0.62 3.69 0.4449
H -5.86 -0.63 -1.04 0.4023
H -5.07 1.47 2.38 0.4709
H -0.53 -5.22 2.19 0.5240
H -1.48 -1.02 2.59 0.4812
H 1.66 -4.41 1.15 0.5391
H 0.94 -0.84 3.67 0.6483
C -0.15 2.92 -1.62 -0.6337
C -1.01 3.72 -2.58 -1.4184
H 0.61 2.35 -2.19 0.3756
H 0.40 3.60 -0.96 0.5304
H -0.37 4.39 -3.17 0.4447
H -1.54 3.08 -3.30 0.2857
H -1.74 4.36 -2.08 0.2569
C -2.33 0.91 -1.58 -0.1263
C -3.60 1.74 -1.73 -1.3014
H -2.58 -0.03 -1.07 0.3065
H -1.94 0.64 -2.58 0.0977
H -4.27 1.26 -2.46 0.4118
H -4.18 1.77 -0.80 0.1788
H -3.43 2.76 -2.09 0.2442
C -1.74 2.52 0.81 -0.1390
C -2.29 3.92 0.56 -1.3645
H -0.93 2.59 1.56 0.4907
H -2.52 1.88 1.25 -0.0444
H -2.64 4.34 1.51 0.4265
H -1.52 4.60 0.19 0.3196
H -3.14 3.94 -0.12 0.2443
Br 4.05 -2.76 -0.59 -0.5471
P 1.06 -1.55 -2.76 0.4398
C 0.17 -0.83 -4.22 -0.3256
C 0.85 -1.03 -5.57 -1.2797
H 0.15 0.26 -3.96 0.2594
H -0.86 -1.25 -4.18 0.4623
H 0.19 -0.51 -6.29 0.4266
H 1.85 -0.57 -5.61 0.3093
H 0.92 -2.09 -5.85 0.2677
C 2.80 -1.80 -3.25 -0.2089
C 3.25 -3.13 -3.84 -1.4056
H 3.32 -1.71 -2.26 0.0834
H 3.11 -0.94 -3.85 0.4689
H 4.33 -3.05 -3.98 0.4324
H 3.07 -3.98 -3.17 0.3395
H 2.79 -3.33 -4.82 0.2973
C 0.36 -3.25 -2.36 -0.3238
C -0.11 -4.07 -3.56 -1.1858
H -0.50 -3.04 -1.68 0.4784
H 1.16 -3.75 -1.78 0.2369
H -0.49 -5.02 -3.14 0.4005
H -0.93 -3.58 -4.12 0.3258
H 0.72 -4.31 -4.26 0.2455
Br 5.46 4.19 0.29 -0.1207
C 4.49 2.96 1.36 -0.2352
C 4.72 2.92 2.73 -0.1407
C 4.01 2.04 3.53 -0.8263
C 3.11 1.18 2.92 0.1686
N 2.93 1.14 1.58 -0.1043
C 3.57 2.06 0.80 -0.1815
H 5.46 3.56 3.17 0.5069
H 4.12 1.94 4.60 0.4497
H 2.51 0.46 3.49 0.0877
H 3.37 2.06 -0.28 0.4551
```

Computed properties:
Strongest force on any atom: 3.41 eV Å⁻¹
Molecular weight: 859.64 Da
Electronic energy: -7300.631838 a.u.
Net charge: +2